Below is C24H31ClFN3O in the gas phase, with properties calculated with ωB97M-V/def2-TZVPD.

```
! RIJCOSX wB97M-V def2-TZVPD def2/J DEFGRID3
* xyz 0 1
C -4.77234 -2.86281 0.21732
N -3.52240 -2.63147 -0.47657
C -3.14640 -3.77991 -1.27431
C -2.46746 -2.22478 0.43257
C -1.34941 -1.48275 -0.31798
N -0.48892 -0.75501 0.58777
C 0.69710 -1.43900 1.07419
C 1.93619 -1.12075 0.22019
C 2.80717 -2.34792 -0.05342
C 4.01378 -1.93639 -0.89639
C 4.77684 -0.79478 -0.20896
N 3.95484 0.35236 0.12101
C 3.62536 1.19214 -1.02343
C 2.85065 2.39853 -0.56977
C 3.42461 3.33025 0.28649
C 2.70263 4.41615 0.74545
C 1.38467 4.59249 0.35773
C 0.78832 3.68237 -0.49514
C 1.52994 2.60515 -0.93993
F 0.93077 1.71649 -1.77652
C 2.80795 -0.05609 0.90692
C -0.77180 0.47826 1.06297
O -0.04877 1.06161 1.85220
C -2.06020 1.09743 0.60361
C -2.22435 1.60093 -0.68130
C -3.40751 2.21761 -1.04677
C -4.43203 2.32846 -0.12071
Cl -5.91815 3.08544 -0.57800
C -4.27917 1.84651 1.16894
C -3.08862 1.24051 1.52705
H -4.71121 -3.68269 0.95000
H -5.06751 -1.95103 0.73440
H -5.54079 -3.10884 -0.51362
H -2.93300 -4.67037 -0.66101
H -2.26411 -3.54187 -1.86403
H -3.95958 -4.01744 -1.95779
H -2.89801 -1.52695 1.15448
H -2.04908 -3.07918 0.99454
H -0.72608 -2.18074 -0.87936
H -1.82279 -0.80191 -1.02574
H 0.49412 -2.51221 1.07133
H 0.86866 -1.11702 2.10468
H 1.58431 -0.72471 -0.73823
H 2.23400 -3.12030 -0.57388
H 3.15112 -2.76527 0.89673
H 4.68473 -2.78531 -1.03919
H 3.67425 -1.61050 -1.88210
H 5.60448 -0.46225 -0.84054
H 5.19638 -1.16628 0.73223
H 3.05696 0.66336 -1.80383
H 4.57414 1.51868 -1.46387
H 4.44585 3.17743 0.59921
H 3.16655 5.12562 1.41370
H 0.81647 5.43450 0.72167
H -0.23903 3.79088 -0.80529
H 2.20633 0.81947 1.15169
H 3.19310 -0.47020 1.84490
H -1.42518 1.51832 -1.40132
H -3.53604 2.60901 -2.04388
H -5.08033 1.94957 1.88398
H -2.95202 0.87718 2.53495
*
```

Calculated values
- SMILES: CN(C)CCN(C[C@@H]1CCCN(Cc2ccccc2F)C1)C(=O)c1ccc(Cl)cc1
- HOMO-LUMO gap: 8.92 eV